The following is a quantum chemistry calculation of a molecular structure, C3CrO at a distorted geometry, from OMol25.

CARTESIAN COORDINATES (ANGSTROEM)
C1 0.9576 1.3786 1.0630
C2 -0.6408 1.1406 0.3843
O1 -0.1555 2.1949 1.0765
C3 -0.0699 0.0206 0.0562
Cr1 -0.0685 -1.8434 -0.8761

LUMO level (alpha / beta): -6.282 / -6.267 eV
2S+1: 6
energy: -33563.34661 eV
total charge: +1
highest occupied orbital energy (alpha / beta): -13.2 / -15.7 eV

Partial charges, Mulliken, in e:
1 C 0.3342
2 C 0.3284
3 O -0.0666
4 C -0.2770
5 Cr 0.6810

***

The following is a quantum chemistry calculation of a single C4H8N2 molecule, from OMol25.

CARTESIAN COORDINATES (ANGSTROEM)
C1 -1.5560 0.1265 -0.5365
C2 -0.4146 0.1899 0.4860
C3 0.5904 1.3039 0.2620
N1 1.6717 0.9155 -0.3034
N2 1.6005 -0.4358 -0.5031
C4 0.5469 -1.0153 0.3442
H1 -2.1022 1.0867 -0.6376
H2 -1.1234 -0.0901 -1.5236
H3 -2.2984 -0.6407 -0.2702
H4 -0.8078 0.2538 1.5026
H5 0.4031 2.3544 0.4769
H6 2.5077 -0.8623 -0.4760
H7 0.0849 -1.8575 -0.1497
H8 0.8971 -1.3290 1.3285

LUMO level: 1.072 eV
energy: -7256.82226 eV
total charge: 0
highest occupied orbital energy: -8.4 eV
SMILES: C[C@@H]1C=NNC1
relative energy (zero: lowest compared OMol25 entry of this formula, charge and spin): 24.3 kcal/mol

Partial charges, Mulliken, in e:
1 C -1.3490
2 C 0.3922
3 C -0.2149
4 N -0.5572
5 N -0.1761
6 C -0.6772
7 H 0.3422
8 H 0.3501
9 H 0.3290
10 H 0.2843
11 H 0.4153
12 H 0.2669
13 H 0.3014
14 H 0.2929

***

The following is a quantum chemistry calculation of a single C4H8N2O molecule, from OMol25.

CARTESIAN COORDINATES (ANGSTROEM)
C1 0.0273 -1.9109 -1.3884
N1 0.4340 -1.3388 -0.3393
C2 1.4233 -0.3214 -0.4039
O1 2.5771 -0.5376 -0.7222
N2 0.9653 0.8874 0.0302
C3 -0.4314 1.2461 0.2542
C4 -1.0920 0.4731 1.3955
H1 0.3802 -1.6723 -2.3965
H2 -0.7271 -2.6934 -1.2841
H3 1.6682 1.6110 0.0309
H4 -0.4445 2.3185 0.4732
H5 -1.0024 1.1153 -0.6751
H6 -0.8516 -0.5876 1.3149
H7 -0.7465 0.8300 2.3694
H8 -2.1800 0.5805 1.3412

LUMO level: 0.858 eV
energy: -9305.10509 eV
total charge: 0
highest occupied orbital energy: -9.6 eV
SMILES: C=NC(=O)NCC
relative energy (zero: lowest compared OMol25 entry of this formula, charge and spin): 29.7 kcal/mol

Partial charges, Mulliken, in e:
1 C -0.2869
2 N -0.2839
3 C 0.4144
4 O -0.5999
5 N -0.1393
6 C -0.4204
7 C -0.9710
8 H 0.2427
9 H 0.2708
10 H 0.2317
11 H 0.3563
12 H 0.2506
13 H 0.3523
14 H 0.2841
15 H 0.2984

***

The following is a quantum chemistry calculation of a molecular structure, C52H48N8O4P2SSc at a distorted geometry, from OMol25.

CARTESIAN COORDINATES (ANGSTROEM)
Sc1 -1.3944 -1.2072 0.4804
C1 -1.7195 -3.8125 2.6923
N1 -1.1168 -2.4841 2.7352
C2 0.3609 -2.5090 2.9773
C3 1.0761 -2.8993 1.7396
N2 0.7289 -2.5521 0.5063
C4 1.7989 -2.8657 -0.2812
C5 1.9471 -2.7090 -1.6492
C6 3.1681 -3.0190 -2.2339
C7 4.2382 -3.3854 -1.4081
C8 4.0756 -3.5825 -0.0218
C9 2.8359 -3.3332 0.4687
N3 2.3637 -3.3559 1.7531
C10 -2.9131 -3.7388 1.7861
N4 -2.9736 -2.8800 0.7883
C11 -4.1270 -3.2255 0.0454
C12 -4.7401 -2.5418 -1.0266
C13 -6.0801 -2.9653 -1.3108
C14 -6.7442 -4.0571 -0.6421
C15 -6.0801 -4.7046 0.3769
C16 -4.7898 -4.2681 0.7329
N5 -3.9827 -4.6499 1.8152
H1 -2.1171 -4.0478 3.6779
H2 -1.0195 -4.6369 2.5275
H3 -1.7270 -1.7823 3.1754
H4 0.5196 -3.2185 3.7749
H5 0.7969 -1.5144 3.4131
H6 1.1933 -2.3379 -2.2670
H7 3.3195 -2.7710 -3.3103
H8 5.1723 -3.5096 -1.8745
H9 4.8518 -3.9420 0.6637
H10 2.7487 -3.6952 2.5837
H11 -4.3027 -1.6655 -1.3823
H12 -6.4863 -2.3947 -2.1242
H13 -7.7178 -4.3986 -1.0791
H14 -6.5779 -5.4629 0.8901
H15 -4.1061 -5.4948 2.3266
O1 -3.3709 2.0357 -0.5477
C17 -2.9985 1.0684 -0.0028
O2 -2.2599 0.1415 -0.5496
C18 -3.1997 0.7816 1.5694
O3 -4.0225 1.3626 2.2591
O4 -2.5335 -0.3164 1.9406
C19 0.9746 6.3537 -0.0745
S1 2.2470 6.1056 1.2965
C20 3.2828 4.8297 0.5284
C21 2.7068 3.3479 0.6129
C22 1.3391 3.2551 0.0450
N6 0.7284 1.8613 0.1741
P1 0.8365 0.8480 -1.1537
C23 2.5466 0.8896 -1.7469
C24 2.8509 1.7664 -2.7844
C25 4.1726 1.9192 -3.0831
C26 5.1834 1.1438 -2.5542
C27 4.8441 0.2125 -1.6105
C28 3.5310 0.0629 -1.2038
C29 -0.0364 1.6839 -2.4518
C30 0.0474 1.2741 -3.7666
C31 -0.6535 1.8850 -4.7891
C32 -1.7159 2.7363 -4.3870
C33 -1.8488 3.1958 -3.0699
C34 -1.0004 2.6338 -2.1486
P2 0.2338 1.1769 1.6079
C35 1.7798 0.8362 2.5683
C36 2.6835 -0.2228 2.2643
C37 3.9643 -0.2375 2.8054
C38 4.3606 0.6352 3.8118
C39 3.4420 1.5987 4.2041
C40 2.1632 1.7015 3.6368
C41 -0.6956 2.4084 2.6175
C42 -0.9499 2.2200 3.9799
C43 -1.8235 2.9653 4.7393
C44 -2.4803 4.0053 4.0954
C45 -2.1777 4.2846 2.7717
C46 -1.3320 3.4874 2.0592
H16 0.5822 7.3708 0.0527
H17 0.0645 5.7556 -0.1632
H18 1.5532 6.4695 -0.9793
H19 4.1761 5.0348 1.0539
H20 3.4512 5.0834 -0.5202
H21 2.6928 3.1123 1.6771
H22 3.4432 2.7169 0.0401
H23 1.4109 3.4741 -1.0165
H24 0.7471 4.0356 0.5426
H25 2.1155 2.4404 -3.2041
H26 4.5101 2.7122 -3.7644
H27 6.2422 1.3797 -2.8484
H28 5.6700 -0.2903 -1.1151
H29 3.3016 -0.6772 -0.4432
H30 0.8192 0.5163 -4.0201
H31 -0.4816 1.6973 -5.8478
H32 -2.3484 3.1247 -5.1620
H33 -2.5430 3.9581 -2.7953
H34 -1.0462 3.0874 -1.1693
H35 2.4600 -0.9381 1.4538
H36 4.6898 -0.8632 2.3452
H37 5.2532 0.7084 4.3821
H38 3.6719 2.3000 5.0424
H39 1.5774 2.5083 4.1011
H40 -0.4271 1.3146 4.4121
H41 -2.2338 2.7608 5.7961
H42 -3.2573 4.5940 4.6619
H43 -2.7106 5.0958 2.3211
H44 -1.3629 3.6318 0.9747
N7 -2.9243 -4.2586 -6.4959
C47 -2.5988 -3.8698 -5.4328
C48 -2.1069 -3.3416 -4.1665
C49 -1.8305 -4.2153 -3.1264
C50 -1.5672 -3.6746 -1.8829
N8 -1.4696 -2.3567 -1.7204
C51 -1.7743 -1.5167 -2.6631
C52 -2.0862 -1.9691 -3.9576
H45 -1.8392 -5.3372 -3.2388
H46 -1.1399 -4.2708 -1.0841
H47 -1.6461 -0.4961 -2.3778
H48 -2.3371 -1.1269 -4.6445

LUMO level: -2.678 eV
energy: -124926.46055 eV
total charge: +1
highest occupied orbital energy: -10.2 eV
relative energy (zero: lowest compared OMol25 entry of this formula, charge and spin): 63.8 kcal/mol

Atomic partial charges in e from the Mulliken method, atoms 1 to 99:
1 Sc -0.3702
2 C -0.9902
3 N -0.0074
4 C -1.6146
5 C -0.3772
6 N 1.6111
7 C -0.2123
8 C -0.2949
9 C -0.9419
10 C -0.6576
11 C -1.1751
12 C 0.7836
13 N 0.3506
14 C -0.0289
15 N 0.9064
16 C 0.2144
17 C -0.4913
18 C -0.9258
19 C -0.6969
20 C -0.9398
21 C 0.4730
22 N -0.1752
23 H 0.6238
24 H 0.4031
25 H 0.4073
26 H 0.6537
27 H -0.0554
28 H 0.4234
29 H 0.3427
30 H 0.4994
31 H 0.4843
32 H 0.2104
33 H 0.4941
34 H 0.4460
35 H 0.3559
36 H 0.5005
37 H 0.2533
38 O -0.5756
39 C 0.6174
40 O 0.6022
41 C 0.3625
42 O -0.6514
43 O -0.4709
44 C -0.7423
45 S -0.1124
46 C -1.1304
47 C 0.9448
48 C -0.8847
49 N 0.8219
50 P 2.3830
51 C 0.7580
52 C -1.0151
53 C -0.7738
54 C -0.8873
55 C -0.9890
56 C 0.2579
57 C -0.4563
58 C 0.0191
59 C -0.8995
60 C -0.7987
61 C -0.5794
62 C -0.6863
63 P 0.9187
64 C 0.7119
65 C 0.4504
66 C -0.6823
67 C -1.3905
68 C -0.2711
69 C -1.0465
70 C 0.4001
71 C -0.2692
72 C -0.9460
73 C -0.4340
74 C -1.1975
75 C 0.2256
76 H 0.4538
77 H 0.1508
78 H 0.2655
79 H 0.5014
80 H 0.4209
81 H -0.0912
82 H -0.3885
83 H 0.5842
84 H -0.1245
85 H 0.3907
86 H 0.3957
87 H 0.3229
88 H 0.4765
89 H 0.5189
90 H 0.4843
91 H 0.4769
92 H 0.4371
93 H 0.5864
94 H 0.0202
95 H -0.1455
96 H 0.5984
97 H 0.4448
98 H 0.3647
99 H 0.2671

***

The following is a quantum chemistry calculation of 2 unconnected molecules or ions with the total composition CH2OS at a distorted geometry, from OMol25.

CARTESIAN COORDINATES (ANGSTROEM)
H1 4.0324 0.1967 -0.0046
H2 3.4723 0.4720 0.2181
O1 -2.1326 -1.5635 -0.0485
C1 -2.4360 -0.3649 -0.0412
S1 -2.9360 1.2598 -0.1238

LUMO level: 0.237 eV
energy: -13950.76748 eV
total charge: 0
highest occupied orbital energy: -10.7 eV
SMILES: [H][H].O=C=S
relative energy (zero: lowest compared OMol25 entry of this formula, charge and spin): 20.8 kcal/mol

Partial charges, Mulliken, in e:
1 H 0.0194
2 H -0.0192
3 O -0.3926
4 C 0.5259
5 S -0.1334

***

The following is a quantum chemistry calculation of a single C12H7F3N4O2 molecule at a distorted geometry, from OMol25.

CARTESIAN COORDINATES (ANGSTROEM)
O1 3.8530 0.7783 -2.4128
C1 3.6344 -0.3123 -1.9210
N1 4.5772 -1.2413 -1.5244
N2 4.0330 -2.0852 -0.4673
C2 2.6703 -1.8269 -0.2960
C3 1.7875 -2.3116 0.5758
C4 0.6351 -1.4112 0.6875
O2 -0.2584 -1.6553 1.5201
N3 0.3005 -0.4320 -0.2233
C5 -0.9927 0.1776 -0.1618
C6 -1.9203 -0.1496 -1.1952
C7 -3.2587 0.3244 -1.0646
C8 -3.6429 1.2308 0.0680
C9 -2.6284 1.5728 0.9497
C10 -3.0215 2.4910 2.0897
F1 -3.3619 3.7185 1.4972
F2 -2.0675 2.6700 2.9927
F3 -4.0817 2.0118 2.7902
C11 -1.3119 1.1839 0.7767
N4 1.1792 -0.0189 -1.1978
C12 2.3986 -0.6343 -1.1202
H1 5.5793 -0.8672 -1.5790
H2 4.6409 -2.3109 0.3027
H3 1.9238 -3.2123 1.1281
H4 -1.6172 -0.7683 -2.0211
H5 -3.8805 0.0444 -1.8127
H6 -4.6575 1.6216 0.0981
H7 -0.5118 1.4123 1.5206

LUMO level: -0.863 eV
energy: -30762.54855 eV
total charge: 0
highest occupied orbital energy: -9.0 eV
SMILES: O=c1[nH][nH]c2cc(=O)n(-c3cccc(C(F)(F)F)c3)nc12
relative energy (zero: lowest compared OMol25 entry of this formula, charge and spin): 34.9 kcal/mol

Partial charges, Mulliken, in e:
1 O -0.5659
2 C 0.0840
3 N -0.2875
4 N -0.1793
5 C 0.4004
6 C -1.0500
7 C 0.7789
8 O -0.6777
9 N 0.8122
10 C -0.0125
11 C -0.5961
12 C -0.6928
13 C -0.6844
14 C 0.3402
15 C 0.7578
16 F -0.2548
17 F -0.2614
18 F -0.2538
19 C -0.1362
20 N -0.9244
21 C 0.6246
22 H 0.3051
23 H 0.2518
24 H 0.4729
25 H 0.4835
26 H 0.4976
27 H 0.4146
28 H 0.3532